# 1
Density functional theory data (ωB97M-V with the def2-TZVPD basis set) for C5H9N in the gas phase.

Kohn-Sham gap (alpha / beta) ... 7.12 / 8.31 eV
ΔE to the lowest compared entry with this formula, charge and spin ... 4.784 eV

The geometry in XYZ format:
```
15
C5H9N ωB97M-V with the def2-TZVPD basis set
C -2.253 0.131 0.229
C -1.009 -0.658 -0.161
C 0.194 -0.293 0.698
C 2.720 0.205 -0.734
C 0.767 0.961 0.281
N 1.700 1.390 -0.274
H -2.470 0.008 1.297
H -2.108 1.202 0.054
H -3.143 -0.177 -0.330
H -1.187 -1.721 -0.022
H -0.771 -0.527 -1.226
H -0.031 -0.276 1.769
H 1.081 -0.997 0.474
H 2.831 0.341 -1.823
H 3.680 0.411 -0.231
```

Atom charges from the natural (NBO) analysis, given in e for atoms 1 to 2: C -0.609; C -0.389

=====

# 2
Density functional theory data (ωB97M-V with the def2-TZVPD basis set) for a molecular structure, C20H28NO2V.

Kohn-Sham gap (alpha / beta) ... 8.14 / 8.98 eV
ΔE to the lowest compared entry with this formula, charge and spin ... 0.866 eV
Spin multiplicity ... 3

The geometry in XYZ format:
```
52
C20H28NO2V ωB97M-V with the def2-TZVPD basis set
O -2.148 0.420 -1.450
C -2.986 -0.781 -1.592
C -4.223 -0.089 -2.144
H -3.205 -1.234 -0.618
H -2.486 -1.486 -2.268
C -3.353 1.170 -1.902
H -5.128 -0.159 -1.524
H -4.389 -0.349 -3.200
C -3.736 2.064 -0.739
H -3.732 1.483 0.199
H -4.703 2.572 -0.904
H -2.944 2.822 -0.661
C -3.071 1.932 -3.196
H -2.685 1.258 -3.972
H -2.311 2.696 -2.991
H -3.986 2.435 -3.574
V 2.627 -0.007 0.671
C 4.726 -0.152 0.056
C 4.389 -1.494 0.421
C 3.418 -1.974 -0.514
H 4.886 -2.066 1.211
C 3.096 -0.908 -1.416
C 3.916 0.221 -1.081
H 3.997 1.143 -1.657
H 5.519 0.450 0.502
H 3.048 -2.997 -0.596
H 2.440 -0.953 -2.277
C 3.682 0.983 2.401
C 3.360 1.926 1.349
C 1.941 2.147 1.390
H 4.050 2.453 0.701
C 1.415 1.399 2.485
C 2.475 0.659 3.084
H 2.401 0.033 3.979
H 4.685 0.681 2.698
H 1.404 2.885 0.802
H 0.417 1.526 2.894
O -2.396 -0.458 1.316
C -1.047 -0.012 0.962
C -0.458 -0.987 -0.061
H -0.438 -0.085 1.886
H -1.093 1.034 0.663
C -1.179 -2.296 0.293
H 0.641 -1.039 0.006
H -0.704 -0.657 -1.069
C -2.199 -1.921 1.390
H -0.440 -2.990 0.687
H -1.713 -2.713 -0.567
H -1.722 -2.171 2.362
H -3.173 -2.424 1.277
N 1.310 -2.417 2.474
C 1.803 -1.574 1.815
```

Atom charges from the natural (NBO) analysis, given in e for atoms 1 to 2: O -0.581; C -0.068

=====

# 3
Density functional theory data (ωB97M-V with the def2-TZVPD basis set) for C9H8N2S2 in the gas phase.

Kohn-Sham gap (alpha / beta) ... 7.05 / 7.68 eV
Spin multiplicity ... 3

The geometry in XYZ format:
```
21
C9H8N2S2 ωB97M-V with the def2-TZVPD basis set
C -2.653 -0.010 -0.302
C -1.977 1.200 -0.215
C -1.937 -1.198 -0.233
C -0.609 1.226 -0.078
C -0.568 -1.187 -0.087
C 0.142 0.031 -0.019
C 5.455 0.585 -0.166
C 3.706 -0.990 0.124
C 1.546 0.113 0.086
N 4.324 0.242 0.379
N 2.359 -0.966 0.084
S 6.495 1.772 -0.153
S 4.570 -2.380 -0.125
H -3.726 -0.029 -0.420
H -2.528 2.127 -0.257
H -2.459 -2.142 -0.295
H -0.088 2.172 -0.022
H -0.043 -2.130 -0.025
H 2.002 1.090 0.111
H 3.823 0.879 1.002
H 1.929 -1.877 -0.044
```

Atom charges from the natural (NBO) analysis, given in e for atoms 1 to 2: C -0.211; C -0.204

=====

# 4
Density functional theory data (ωB97M-V with the def2-TZVPD basis set) for a molecular structure, C4H9N.

Kohn-Sham gap ... 7.38 eV
ΔE to the lowest compared entry with this formula, charge and spin ... 5.717 eV

The geometry in XYZ format:
```
14
C4H9N ωB97M-V with the def2-TZVPD basis set
C 1.190 1.607 0.376
C 1.116 0.119 0.060
C -0.177 -0.395 -0.132
C -0.666 -1.388 -1.115
N -1.374 -0.110 0.703
H 2.072 2.029 1.124
H 1.044 2.307 -0.489
H 0.367 1.755 1.118
H 1.748 -0.543 0.570
H -0.894 -2.325 -0.485
H 0.007 -1.840 -1.830
H -1.579 -1.006 -1.490
H -0.969 0.572 -0.199
H -0.957 0.167 1.629
```

Atom charges from the natural (NBO) analysis, given in e for atoms 1 to 2: C -0.665; C -0.360